No. 1
DFT (ωB97M-V/def2-TZVPD) results for 7 unconnected molecules or ions with the total composition C5H23NO8 in a non-equilibrium geometry.

Last column: natural (NBO) charge in e.
Geometry (Å):
C 2.620 -0.854 2.666  -0.635
C 1.180 -0.871 2.026  -0.391
C 1.241 -0.213 0.648  -0.058
C 1.989 -0.898 -0.520  -0.673
N -0.226 -0.101 0.257  -0.669
C -0.865 1.105 0.252  0.892
O -0.451 2.120 0.770  -0.680
O -2.119 0.940 -0.254  -0.745
H 2.538 -1.498 3.527  0.217
H 2.919 0.161 3.006  0.199
H 3.506 -0.947 1.996  0.226
H 0.921 -1.948 1.974  0.193
H 0.507 -0.313 2.696  0.210
H 1.672 0.786 0.814  0.235
H 2.138 -1.983 -0.450  0.211
H 2.921 -0.405 -0.810  0.228
H 1.417 -0.951 -1.473  0.268
H -0.676 -0.645 -0.472  0.443
H -2.776 1.584 0.033  0.512
O 0.834 2.362 3.532  -0.940
H 1.371 1.590 3.754  0.460
H 0.169 2.014 2.913  0.481
O 1.421 4.176 -0.278  -0.955
H 1.153 4.225 0.646  0.483
H 0.882 3.521 -0.723  0.475
O -3.036 -1.338 -3.468  -0.965
H -3.555 -1.892 -2.878  0.480
H -3.357 -0.430 -3.362  0.492
O -0.441 -1.533 -2.454  -0.986
H -1.174 -1.368 -3.082  0.501
H -0.435 -2.494 -2.350  0.484
O -1.501 -2.820 -0.327  -0.968
H -0.830 -2.536 0.298  0.487
H -2.410 -2.742 -0.040  0.486
O -2.782 1.660 -3.084  -0.949
H -2.041 1.284 -3.571  0.473
H -2.722 1.250 -2.210  0.479

Calculated values
LUMO, eV: -0.1
Net charge: 0
SMILES string: CC[C@@H](C)NC(=O)O.O.O.O.O.O.O
Max |F|, eV/Å: 2.7
Highest occupied orbital energy, Eh: -0.3748
ΔE to the lowest compared entry with this formula, charge and spin, kJ/mol: 140.3


No. 2
DFT (ωB97M-V/def2-TZVPD) results for a single C4H10O4 molecule in a non-equilibrium geometry.

Last column: natural (NBO) charge in e.
Geometry (Å):
C -2.701 -0.050 0.425  -0.255
O -1.462 -0.391 1.038  -0.557
C -0.393 0.480 0.621  -0.133
C 0.411 -0.132 -0.563  0.713
O 0.682 -1.498 -0.322  -0.734
O -0.373 -0.092 -1.735  -0.714
O 1.579 0.628 -0.830  -0.538
C 2.677 0.333 0.018  -0.256
H -3.029 0.938 0.766  0.167
H -3.449 -0.786 0.733  0.193
H -2.630 -0.066 -0.665  0.195
H 0.257 0.582 1.495  0.197
H -0.765 1.483 0.377  0.199
H 0.009 -1.758 0.336  0.495
H 0.237 -0.481 -2.383  0.481
H 3.067 -0.667 -0.191  0.189
H 3.471 1.055 -0.195  0.194
H 2.412 0.422 1.075  0.167

Calculated values
LUMO, eV: 0.9
Net charge: 0
SMILES string: COCC(O)(O)OC
Max |F|, eV/Å: 1.1
Highest occupied orbital energy, Eh: -0.3672
ΔE to the lowest compared entry with this formula, charge and spin, kJ/mol: 130.0


No. 3
DFT (ωB97M-V/def2-TZVPD) results for a molecular structure, C31H38NPPtSi in a non-equilibrium geometry.

Last column: Löwdin spin population.
Geometry (Å):
C -2.345 0.903 -4.804  0.009
C -2.132 -0.330 -4.205  0.006
C -1.311 -0.466 -3.072  0.035
C -0.767 0.682 -2.503  0.122
C -0.988 1.932 -3.085  0.021
C -1.784 2.032 -4.224  0.002
C -1.120 -1.808 -2.425  0.017
C 0.319 -2.284 -2.070  0.013
N 1.347 -1.212 -1.909  0.100
Pt 0.440 0.466 -0.836  0.678
C -0.320 3.149 -2.499  0.030
P 1.175 2.560 -1.626  0.266
H -2.588 -1.239 -4.598  0.001
H -1.943 3.027 -4.633  0.000
H -2.961 0.992 -5.704  0.001
H -0.922 3.638 -1.737  0.011
H -0.050 3.895 -3.250  0.003
H -1.691 -1.847 -1.482  0.003
H -1.534 -2.588 -3.078  0.001
H 0.290 -2.837 -1.115  0.002
C 1.940 3.895 -0.650  0.050
C 2.301 2.507 -3.081  0.079
H 0.689 -2.986 -2.842  0.003
C 1.860 -0.799 -3.234  0.009
C 2.497 -1.778 -1.141  0.008
H 0.012 1.906 -0.160  0.145
H 2.259 -1.692 -3.741  0.003
H 1.064 -0.370 -3.847  0.001
H 2.665 -0.067 -3.110  0.002
H 2.976 -2.573 -1.738  0.003
H 3.233 -0.992 -0.939  0.003
H 2.159 -2.184 -0.178  0.001
H 2.429 3.517 -3.499  0.015
H 3.286 2.127 -2.782  0.002
H 1.912 1.873 -3.886  0.001
H 2.092 4.799 -1.269  0.007
H 1.312 4.151 0.213  0.009
H 2.922 3.548 -0.285  0.004
H 1.191 0.473 0.684  0.034
C -1.656 3.168 4.152  0.003
C -0.322 3.121 3.743  0.003
C 0.132 2.052 2.962  0.011
C -0.758 1.049 2.543  0.017
C -2.090 1.096 2.974  0.005
C -2.543 2.151 3.777  0.001
Si -0.061 -0.342 1.461  0.126
C 1.136 -1.210 2.631  0.011
C 2.526 -1.233 2.440  0.003
C 3.369 -1.680 3.463  0.001
C 2.823 -2.113 4.677  0.000
C 1.439 -2.154 4.861  0.001
C 0.602 -1.716 3.828  0.003
C -1.408 -1.602 1.147  0.051
C -1.199 -2.946 1.511  0.018
C -2.272 -3.846 1.569  0.000
C -3.539 -3.418 1.174  0.017
C -3.751 -2.122 0.707  -0.001
C -2.682 -1.214 0.682  0.022
H -2.013 3.990 4.771  0.000
H 0.374 3.910 4.045  0.000
H 1.187 2.009 2.674  0.001
H -2.781 0.310 2.677  0.000
H -3.584 2.169 4.110  0.000
H 2.947 -0.882 1.496  0.002
H 4.459 -1.667 3.321  0.000
H 3.482 -2.416 5.491  0.000
H 1.001 -2.499 5.803  0.000
H -0.486 -1.765 3.979  0.000
H -0.196 -3.276 1.798  0.001
H -2.090 -4.856 1.940  0.000
H -4.371 -4.110 1.233  0.001
H -4.736 -1.787 0.375  0.000
H -2.851 -0.193 0.324  0.002

Calculated values
LUMO (alpha / beta), eV: 0.5 / -0.8
Net charge: 0
Expectation value of S²: 2.008
Spin multiplicity: 3
Max |F|, eV/Å: 2.4
Highest occupied orbital energy (alpha / beta), Eh: -0.1362 / -0.3004
ΔE to the lowest compared entry with this formula, charge and spin, kJ/mol: 0.0


No. 4
DFT (ωB97M-V/def2-TZVPD) results for a single C5H6O molecule.

Last column: natural (NBO) charge in e.
Geometry (Å):
C -2.312 0.212 -0.395  -0.703
C -0.938 0.140 -0.851  0.137
C 0.248 -0.095 -0.952  -0.188
C 1.161 -0.727 0.004  0.538
C 2.118 0.154 0.762  -0.703
O 0.992 -1.889 0.298  -0.531
H -2.895 1.012 -0.847  0.246
H -2.805 -0.754 -0.534  0.246
H -2.235 0.397 0.684  0.252
H 2.447 1.027 0.193  0.226
H 1.599 0.504 1.663  0.240
H 2.963 -0.460 1.072  0.240

Calculated values
LUMO, eV: 0.8
Net charge: 0
SMILES string: CC#CC(C)=O
Max |F|, eV/Å: 0.8
Highest occupied orbital energy, Eh: -0.3597
ΔE to the lowest compared entry with this formula, charge and spin, kJ/mol: 207.0


No. 5
DFT (ωB97M-V/def2-TZVPD) results for 2 unconnected molecules or ions with the total composition C3H10S3.

Last column: natural (NBO) charge in e.
Geometry (Å):
C 0.742 0.224 -2.173  -0.617
C 1.634 -0.845 -1.547  -0.509
S 2.968 -0.033 -0.631  -0.044
H 1.186 0.690 -3.049  0.213
H -0.125 -0.338 -2.492  0.209
H 0.412 1.002 -1.490  0.217
H 2.029 -1.515 -2.306  0.214
H 1.041 -1.477 -0.881  0.196
H 3.825 -1.056 -0.740  0.117
C -1.211 -0.298 2.703  -0.743
S -1.081 0.812 1.275  0.096
S -2.409 -0.146 -0.020  -0.136
H -1.009 -1.287 2.294  0.219
H -0.413 -0.051 3.402  0.230
H -2.162 -0.264 3.228  0.224
H -1.639 -1.200 -0.332  0.114

Calculated values
LUMO, eV: 0.5
Net charge: 0
SMILES string: CCS.CSS
Max |F|, eV/Å: 0.8
Highest occupied orbital energy, Eh: -0.3271
ΔE to the lowest compared entry with this formula, charge and spin, kJ/mol: 16.0


No. 6
DFT (ωB97M-V/def2-TZVPD) results for 4 unconnected molecules or ions with the total composition C3H14NO2S in a non-equilibrium geometry.

Last column: natural (NBO) charge in e.
Geometry (Å):
C 2.064 1.810 0.807  -0.642
C 0.923 1.058 0.190  -0.030
C 0.310 0.059 1.220  -0.667
S -0.946 -0.851 0.431  0.549
N -0.065 1.998 -0.289  -0.627
H 1.811 2.558 1.544  0.242
H 2.586 2.359 0.022  0.257
H 2.816 1.158 1.233  0.244
H 1.410 0.516 -0.622  0.279
H 1.118 -0.563 1.583  0.295
H -0.147 0.671 2.006  0.314
H -3.135 -6.122 -4.014  -0.001
H -3.807 -6.020 -3.719  0.001
H 0.131 2.352 -1.219  0.415
H -1.002 1.589 -0.295  0.381
H -3.480 1.438 1.868  0.504
H -2.342 0.648 1.048  0.446
O -2.580 1.444 1.534  -0.965
H 1.851 -2.576 -1.540  0.501
H 0.788 -1.768 -0.737  0.451
O 1.695 -1.761 -1.052  -0.948

Calculated values
LUMO, eV: -9.7
Net charge: +1
Max |F|, eV/Å: 2.4
Highest occupied orbital energy, Eh: -0.5434
ΔE to the lowest compared entry with this formula, charge and spin, kJ/mol: 640.4


- Number 6 is which compound?
  C3H14NO2S


- Which of these has the lowest ΔE to the lowest compared entry with this formula, charge and spin?
  C31H38NPPtSi


- What is the max |F| in the first record?
  2.7 eV/Å


- The highest max |F| belongs to which entry?
  C5H23NO8